No. 1
DFT (ωB97M-V with the def2-TZVPD basis set) results for the molecule C4H3NOS2 at a distorted geometry.

XYZ file:
```
11
Properties=species:S:1:pos:R:3:forces:R:3
S 3.1421 -0.3674 0.0104 0.48 0.21 -0.01
S -3.1397 -0.0120 -0.0178 0.40 -0.31 0.06
O 0.6122 -0.8868 -0.0263 -0.38 2.20 0.19
N -1.6531 -0.8433 -0.0154 0.42 0.46 0.14
C 0.9883 1.4012 -0.0156 -0.45 1.25 0.37
C 1.6061 0.0799 -0.0116 -0.03 -0.96 -0.07
C -0.5840 -0.1630 0.0171 -1.58 -0.65 -0.45
C -0.3525 1.2982 0.0189 0.92 -0.10 -0.10
H -3.7595 -1.1376 0.3179 -0.49 -0.01 0.00
H -1.0786 2.1535 0.0263 0.66 -1.38 0.06
H 1.5278 2.3537 0.0390 0.05 -0.72 -0.19
```
Positions in Å, forces in eV/Å.

Output
LUMO = -1.4 eV
Kohn-Sham gap = 7.49 eV
total charge = 0
SMILES = S=C1C=C/C(=N\S)O1



No. 2
DFT (ωB97M-V with the def2-TZVPD basis set) results for a structure of composition C3H4FI at a distorted geometry.

XYZ file:
```
9
Properties=species:S:1:pos:R:3:forces:R:3
I -3.0149 -0.6744 0.1391 0.33 -0.07 0.12
F -1.9356 1.8432 -0.4161 0.34 1.02 0.29
C -0.0988 0.4194 0.0893 0.55 -0.92 0.09
C 1.3999 -0.8473 0.0543 -3.72 2.98 1.67
C -1.4263 0.6992 0.0099 2.02 -2.77 -0.26
H 1.5463 -0.6012 -0.9924 0.52 -0.61 0.09
H 0.5273 1.2667 0.0095 0.21 1.30 -0.35
H 0.8818 -1.7976 0.3090 1.18 0.59 -0.20
H 2.1204 -0.3081 0.7975 -1.43 -1.52 -1.44
```
Positions in Å, forces in eV/Å.

Output
LUMO = 0.6 eV
Kohn-Sham gap = 9.64 eV
total charge = 0



No. 3
DFT (ωB97M-V with the def2-TZVPD basis set) results for a cluster of 2 separate species, C3H9NO2S in total at a distorted geometry.

XYZ file:
```
16
Properties=species:S:1:pos:R:3:forces:R:3
S 0.4919 -0.7775 -1.7659 0.16 0.09 -0.52
O -1.3482 0.4079 2.4703 -0.26 -0.47 0.07
O 2.9645 -0.9231 0.8153 -0.21 -0.28 0.39
N -1.4196 1.5617 -0.8814 0.34 -1.02 0.72
C -1.2794 0.4184 0.0450 -0.11 0.71 0.44
C -0.0311 -0.4895 -0.0575 0.20 0.03 0.12
C -1.2370 1.0285 1.4487 0.25 -0.25 0.54
H 3.6757 -1.3258 1.3080 0.07 -0.47 0.65
H -1.0086 2.1087 1.5381 -0.09 0.04 -0.62
H 1.8365 -0.7370 -1.6603 -0.38 0.01 0.30
H 0.7781 -0.0935 0.5474 0.22 0.01 -0.21
H -0.2870 -1.4614 0.3566 0.00 0.11 0.22
H -2.1171 -0.2705 -0.0321 -0.40 0.28 0.08
H 3.4726 -0.4798 0.1557 0.28 0.77 -1.01
H -0.5729 1.5784 -1.4209 0.27 0.31 -0.57
H -2.1672 1.3338 -1.5035 -0.33 0.13 -0.60
```
Positions in Å, forces in eV/Å.

Output
LUMO = 0.3 eV
Kohn-Sham gap = 9.57 eV
total charge = 0
SMILES = N[C@H](C=O)CS.O



No. 4
DFT (ωB97M-V with the def2-TZVPD basis set) results for a cluster of 4 separate species, C4H16NO3 in total at a distorted geometry.

XYZ file:
```
24
Properties=species:S:1:pos:R:3:forces:R:3
O -4.0893 0.4705 1.6847 -0.45 -3.23 -0.39
O 1.2277 -0.0666 -2.2582 0.11 -1.82 -0.53
O -1.7439 2.3335 -1.1237 -3.30 2.06 1.60
N 0.5991 0.6299 0.3228 -1.77 0.96 1.61
C -0.2007 -0.6324 0.9049 1.18 0.77 -1.00
C 2.0014 0.2311 0.3784 0.91 -0.50 -0.49
C 0.6739 -1.8524 0.3654 -0.49 5.06 -1.39
C 2.0184 -1.2699 -0.0630 3.05 -0.33 2.74
H 0.1527 -2.3274 -0.3782 -1.22 -0.25 -3.01
H 0.1990 0.7706 -0.5982 0.44 0.10 -0.41
H -4.3264 1.3282 1.8764 -0.40 3.36 0.64
H 2.7176 0.9160 -0.1092 -0.74 -0.39 -0.42
H 1.4560 0.7025 -2.7368 0.28 1.50 -1.02
H -0.1070 -0.5190 2.0164 -0.73 -0.20 -1.12
H -2.7141 2.7773 -0.8781 3.92 -1.93 -1.10
H -1.2020 -0.5760 0.3968 0.78 -0.04 1.32
H 1.7113 -0.7833 -2.7415 -0.81 0.86 0.57
H 0.4503 1.5557 0.8526 -0.12 -1.93 -0.85
H 2.4342 -1.4809 -1.0648 -0.85 0.20 0.75
H 2.8511 -1.6404 0.6314 -1.09 -0.09 -0.93
H -1.9358 1.6533 -1.7614 -0.49 -0.30 -0.51
H 2.2692 0.3551 1.4271 -0.06 -0.50 0.18
H -4.9466 0.0314 1.8770 0.91 -0.13 -0.28
H 0.5041 -2.6066 0.9793 0.92 -3.21 4.04
```
Positions in Å, forces in eV/Å.

Output
LUMO = -2.9 eV
Kohn-Sham gap = 11.58 eV
total charge = +1



No. 5
DFT (ωB97M-V with the def2-TZVPD basis set) results for a structure of composition C8H2B2O18Pb3 at a distorted geometry.

XYZ file:
```
33
Properties=species:S:1:pos:R:3:forces:R:3
Pb -2.4952 0.0954 -2.3270 -0.04 0.01 1.80
Pb -3.2793 3.0741 -0.0222 -0.09 -1.97 0.06
Pb -0.9943 3.4246 -4.0486 1.72 -1.24 1.71
O -4.0417 -0.7082 1.4576 -0.22 -0.35 -0.13
O -2.0834 1.2079 0.7563 0.05 1.46 -1.31
O -0.1092 0.1413 -1.3234 -0.86 0.82 -0.14
O 2.6222 0.6491 -3.4130 -0.55 0.46 0.22
O 0.9428 2.1090 -3.3045 -1.51 0.95 -0.97
O 2.9566 -1.7224 -3.6872 -1.07 0.68 -0.27
O 4.2160 -0.7431 -2.0651 -0.61 1.39 0.59
O -0.5210 -1.2393 3.8438 -0.21 0.32 -0.83
O -2.8678 -0.8746 3.4094 -0.31 0.10 -0.50
O -1.3048 0.7940 2.8105 0.57 0.93 -0.64
O -0.4811 -0.0841 7.0895 -0.06 0.07 -0.12
O -1.6863 0.2260 5.2084 -0.36 0.68 -0.97
O 4.4859 -3.1373 -4.5418 0.13 -0.05 -0.25
O 1.8352 -0.8324 -1.7228 -0.49 0.86 0.16
O -4.2021 1.1408 -1.0993 1.53 0.03 -1.14
O -1.6632 2.3836 -1.8882 -0.75 0.59 -0.73
O 1.0767 -1.8496 5.3319 0.03 -0.27 -0.17
O 6.1322 -1.8766 -2.3114 0.33 -0.31 0.01
C 5.0237 -1.6672 -2.6356 -0.17 0.24 -0.54
C 0.0926 -1.2629 5.0412 0.15 0.30 0.11
C -0.6909 -0.3101 5.9470 0.02 -0.03 0.62
C 1.5250 1.0566 -2.9744 0.24 0.57 0.69
C -3.1398 -0.4891 2.2120 0.30 0.54 -0.41
C -2.0534 0.5791 1.8400 -1.13 -0.62 0.77
C 1.0054 0.1171 -1.8490 -0.10 -1.58 -0.67
C 4.1856 -2.2901 -3.7825 0.06 -0.30 0.65
B -1.5987 -0.2500 3.8535 0.96 -2.13 2.85
B 2.9509 -0.6649 -2.7060 2.69 -2.85 -0.50
H -1.0325 1.9810 -1.2506 0.62 0.19 -0.52
H -4.8061 1.0223 -1.8483 -0.85 0.51 0.58
```
Positions in Å, forces in eV/Å.

Output
LUMO = -11.4 eV
Kohn-Sham gap = 2.03 eV
total charge = +2



No. 6
DFT (ωB97M-V with the def2-TZVPD basis set) results for a structure of composition C20H40NP3S2Tb at a distorted geometry.

XYZ file:
```
67
Properties=species:S:1:pos:R:3:forces:R:3
Tb 0.2375 0.4396 1.1384 1.01 -0.11 0.84
S 1.0309 -0.3776 5.5947 -1.14 0.40 -0.85
S -2.4630 -2.0038 -2.8858 1.52 0.04 0.88
P 1.4628 3.0410 1.3072 1.00 1.76 0.05
P -0.5873 -2.1287 0.5582 -0.31 -1.59 -0.20
P 2.9293 -0.3700 0.9320 1.34 -0.40 -0.78
N -0.0231 0.3449 3.3550 0.17 -0.49 2.03
C -1.8817 1.6661 0.4909 -0.48 0.75 -2.79
C 1.1038 -0.1766 3.8965 -1.26 0.63 0.78
C -1.0098 0.5708 4.3401 1.02 -0.47 0.25
C 3.2418 -2.1209 1.3773 -0.24 0.03 0.21
C 4.2896 0.5046 1.7965 -0.25 0.11 0.19
C 2.4915 3.5780 2.7367 -0.09 -0.56 0.36
C 0.1929 -2.7277 -0.9831 -0.05 0.20 -0.10
C -3.3304 -1.6144 -4.3287 -1.26 0.03 -1.84
C -4.7281 -0.8942 -6.6659 0.18 -0.01 0.58
C -2.8854 -2.0650 -5.5876 -0.17 0.31 0.19
C -5.2597 -0.5947 -5.4021 -0.13 -0.17 -0.01
C -0.3584 -3.5249 1.7163 0.24 0.34 0.34
C 2.5681 3.5102 -0.0872 -0.17 -0.48 -0.29
C -0.6281 0.2222 5.6198 0.62 0.20 -1.50
C -3.5601 -1.6716 -6.7440 -0.43 0.20 -0.12
C -4.5970 -0.9920 -4.2392 0.76 -0.01 0.04
C 0.2600 4.4281 1.2540 -0.35 -0.27 0.03
C 3.4204 -0.2805 -0.8305 -0.21 0.10 -0.03
C -2.4096 -2.0585 0.3590 -0.01 0.19 0.00
C -1.2087 1.5802 -0.7193 -2.21 0.94 0.77
H 4.3926 1.5349 1.4239 0.01 -0.41 0.13
H 2.7210 -0.8754 -1.4358 0.27 0.12 0.07
H 2.8252 4.5778 -0.0591 -0.11 -0.31 0.11
H -1.9369 2.5820 1.0885 0.62 -0.11 -0.14
H 0.0285 -1.9765 -1.7663 0.15 -0.39 0.10
H 3.1878 2.7803 3.0330 -0.12 0.35 -0.09
H -0.8902 -3.2681 2.6489 0.33 -0.30 -0.25
H -2.8721 -1.8631 1.3398 0.20 -0.13 -0.20
H 4.0625 0.5430 2.8727 0.27 0.03 -0.25
H 1.2778 -2.8284 -0.8352 -0.35 -0.03 0.01
H -1.4006 0.7766 -1.4548 0.12 -0.11 0.66
H 2.9178 -2.2870 2.4157 0.20 -0.13 -0.25
H 2.6727 -2.8004 0.7267 0.28 0.22 0.21
H -2.6363 0.9375 0.8162 0.47 -0.29 -0.29
H 3.0642 4.4843 2.4831 -0.31 -0.30 0.08
H -1.1788 -1.4609 -3.0863 -1.48 -0.33 -0.40
H 4.4418 -0.6615 -0.9688 -0.28 0.09 0.02
H 3.4863 2.9128 -0.0630 -0.12 0.20 -0.01
H -2.0445 -2.7549 -5.6382 0.00 0.36 -0.09
H 5.2316 -0.0424 1.6449 -0.28 0.19 0.03
H -5.0427 -0.8687 -3.2474 0.14 0.34 -0.39
H 0.8068 5.3521 1.0152 -0.30 -0.25 0.09
H 3.3716 0.7648 -1.1681 0.09 -0.30 0.01
H -0.6448 2.4208 -1.1618 -0.10 -0.30 0.65
H -6.2128 -0.0607 -5.3076 0.41 -0.29 -0.12
H 0.7233 -3.6422 1.9040 -0.51 -0.07 0.10
H -0.2170 -3.6973 -1.2967 0.04 0.31 0.01
H -2.7104 -1.2670 -0.3467 0.07 -0.44 0.21
H 4.3161 -2.3372 1.2976 -0.30 0.01 -0.01
H -0.7551 -4.4678 1.3124 0.04 0.36 0.02
H 1.8297 3.7692 3.5948 0.26 0.06 -0.23
H 1.9918 -0.3896 3.2983 -0.29 -0.03 0.40
H -0.5136 4.2306 0.5019 0.23 0.32 0.00
H -1.2178 0.3275 6.5295 0.32 -0.14 -0.19
H 2.0609 3.2932 -1.0345 0.15 0.15 0.02
H -2.7640 -3.0288 -0.0156 -0.01 0.31 0.05
H -3.2116 -1.9764 -7.7320 0.03 -0.01 0.38
H -5.2472 -0.5437 -7.5657 0.30 -0.27 0.38
H -0.2502 4.5344 2.2221 0.21 0.03 -0.21
H -1.9616 0.9911 4.0156 0.25 -0.17 0.33
```
Positions in Å, forces in eV/Å.

Output
multiplicity = 7
LUMO (alpha / beta) = -10.7 / -10.5 eV
Kohn-Sham gap (alpha / beta) = 4.00 / 4.19 eV
<S²> = 12.660
total charge = +3



Asked for E_tot across the records above, the calculation gives -1080.53934; -514.14005; -723.09398; -442.18088; -2288.36618; -3484.74252 hartree in order.
Asked for molecular weight across the records above, the calculation gives 145.21; 185.97; 123.18; 126.18; 1029.31; 610.53 g/mol in order.
Asked for ΔE to the lowest compared entry with this formula, charge and spin across the records above, the calculation gives 131.1; 222.0; 195.2; 219.8; 242.8; 0.0 kJ/mol in order.